Record 1
ORCA calculation (wB97M-V/def2-TZVPD) on a cluster of 5 separate species, C15H30O15 in total.

```
60
Properties=species:S:1:pos:R:3:forces:R:3:mulliken_charge:R:1
C -5.552112 23.785853 0.957138 -0.601 0.031 -0.273 -0.6591
O -4.634672 24.142306 1.981872 0.048 -0.038 0.227 -0.3524
C -3.826027 25.159714 1.699030 0.072 -0.078 0.150 0.8531
O -3.814114 25.797105 0.681450 -0.036 0.154 -0.315 -0.5316
O -3.020772 25.354133 2.737640 -0.213 -0.129 0.346 -0.3331
C -2.090119 26.411038 2.586035 0.830 0.435 -0.164 -0.6042
H -6.402649 23.296746 1.427212 0.189 -0.074 0.191 0.2388
H -5.095979 23.099306 0.246721 0.116 0.073 -0.034 0.2766
H -5.927828 24.668909 0.442791 0.185 -0.004 -0.070 0.3161
H -1.432068 26.411294 3.450398 -0.205 -0.213 0.164 0.2812
H -2.540666 27.400504 2.503981 -0.297 -0.158 -0.040 0.2848
H -1.467601 26.245489 1.707062 -0.066 -0.049 -0.021 0.2906
C -7.998923 36.366352 -2.375918 -0.736 0.047 -0.014 -0.6493
O -6.726412 35.747893 -2.471176 0.373 -0.194 -0.052 -0.3323
C -6.694317 34.416369 -2.385633 0.082 -0.095 0.033 0.8281
O -7.614342 33.696027 -2.108795 -0.209 -0.077 -0.028 -0.5705
O -5.453831 34.007769 -2.653873 0.042 0.271 -0.227 -0.3116
C -5.277149 32.597481 -2.771558 -0.463 -0.575 0.375 -0.3992
H -8.361234 36.620936 -3.373810 0.197 0.082 0.003 0.2558
H -7.891273 37.263672 -1.775209 0.092 0.053 -0.031 0.2314
H -8.747040 35.712878 -1.928494 0.225 -0.081 0.126 0.3359
H -4.350818 32.433768 -3.306985 0.082 0.073 0.006 0.1396
H -6.118188 32.112043 -3.270068 0.073 0.314 -0.267 0.3711
H -5.241273 32.124357 -1.790757 0.231 0.156 0.024 0.1171
C 2.025193 29.076757 -1.709710 0.582 -0.908 0.440 -0.6705
O 1.211975 30.013008 -2.371117 -0.248 0.559 0.134 -0.3548
C 0.321881 29.553804 -3.249096 0.227 -0.491 -0.088 0.9579
O 0.326836 28.457896 -3.751790 -0.089 0.065 0.151 -0.5971
O -0.547726 30.518621 -3.490513 -0.070 0.266 -0.164 -0.3023
C -1.483391 30.226581 -4.530548 -0.215 0.018 -0.030 -0.6414
H 1.522081 28.672982 -0.825939 -0.096 0.134 -0.098 0.2375
H 2.926989 29.579964 -1.372849 -0.065 0.216 -0.100 0.2679
H 2.313350 28.230157 -2.334468 -0.141 0.181 -0.197 0.3317
H -2.195803 29.469188 -4.206424 0.077 -0.044 0.040 0.2563
H -0.966476 29.886792 -5.425345 -0.007 -0.007 0.002 0.3318
H -2.007696 31.157873 -4.721781 0.039 0.026 -0.010 0.2139
C -5.265873 32.390117 3.712722 -0.661 -0.640 0.073 -0.5940
O -5.736786 33.485394 4.506254 0.164 -0.020 -0.405 -0.3112
C -5.165199 33.584659 5.700849 -0.029 -0.042 0.117 0.7789
O -4.407034 32.794347 6.193152 0.157 -0.100 0.020 -0.5368
O -5.587248 34.712621 6.264972 -0.360 0.049 -0.327 -0.3111
C -5.102290 34.952547 7.564203 0.356 0.577 0.981 -0.6427
H -4.183069 32.365961 3.641815 0.037 0.157 -0.040 0.2741
H -5.759488 32.471096 2.747930 0.227 0.363 -0.074 0.1993
H -5.617196 31.439585 4.124739 0.210 0.124 0.232 0.3200
H -5.319519 34.144613 8.261745 0.038 -0.177 -0.219 0.2979
H -5.593399 35.851466 7.936767 -0.127 -0.062 -0.248 0.2273
H -4.029609 35.156548 7.562753 -0.015 -0.233 -0.099 0.2904
C -3.448102 32.106464 0.349877 -0.050 -0.226 1.052 -0.6363
O -3.129067 31.067027 -0.561012 0.031 -0.125 -0.466 -0.2461
C -2.495051 30.002570 -0.067564 0.176 0.100 -0.028 0.7700
O -2.102995 29.885491 1.063731 0.041 -0.185 0.155 -0.6092
O -2.352773 29.108493 -1.039771 -0.146 0.252 -0.360 -0.2347
C -1.630707 27.939833 -0.653832 0.247 -0.096 0.286 -0.3849
H -4.521253 32.261639 0.284730 0.026 0.380 -0.155 0.2046
H -2.856263 32.999224 0.168317 -0.151 0.054 -0.427 0.3008
H -3.224603 31.795351 1.372898 0.000 -0.086 -0.140 0.2932
H -0.616595 28.223466 -0.375385 0.006 -0.034 0.129 0.1209
H -1.580129 27.257877 -1.495276 -0.235 0.171 -0.196 0.3465
H -2.141660 27.475938 0.180154 0.052 -0.140 -0.052 -0.0242
```
Forces are in eV/Å.

Calculated values
gap between HOMO and LUMO: 11.527 eV
total charge: 0
maximum force: 1.2 eV/A
LUMO: 0.575 eV

Record 2
ORCA calculation (wB97M-V/def2-TZVPD) on a cluster of 6 separate species, C13H13B2Br4NO19 in total.

```
52
Properties=species:S:1:pos:R:3:forces:R:3:mulliken_charge:R:1
N -0.711667 -1.504049 1.041070 1.154 0.680 0.308 -0.0966
H -0.748835 -0.445686 1.236174 -0.458 0.586 -0.110 0.2853
H -1.517384 -1.980475 1.418513 0.051 -0.109 -0.005 0.3467
H 0.166822 -1.710263 1.540424 -0.230 -0.344 0.176 0.3738
H -0.537157 -1.645982 0.047883 -0.088 0.058 0.000 0.2650
O 3.204357 4.653715 5.535172 -0.049 0.065 -0.262 -0.6091
C 3.388247 3.513722 5.221865 0.167 -0.273 0.311 0.5902
O 2.851598 2.837276 4.222287 -0.330 0.168 0.177 -0.4322
B 3.193971 1.421364 4.335018 0.785 -0.330 -0.337 1.0452
O 4.184165 1.338801 5.439227 -0.218 -0.009 -0.004 -0.5315
C 4.315755 2.529409 5.990398 -0.141 0.159 -0.017 0.5710
O 5.008290 2.817463 6.924349 0.158 -0.055 0.124 -0.6246
O 2.046921 0.523855 4.584210 -0.224 0.361 -0.070 -0.5044
C 1.853086 -0.239181 3.530528 0.032 -0.187 0.270 0.6829
O 0.944057 -1.012780 3.381640 -0.117 -0.219 -0.114 -0.7406
C 3.050907 -0.052002 2.581342 -0.077 0.095 -0.271 0.6879
O 3.801976 0.909454 3.079338 -0.122 0.097 0.149 -0.5305
O 3.251447 -0.699796 1.595352 0.030 -0.059 0.033 -0.6369
O 2.471718 -2.539816 -2.999486 -0.214 -0.180 -0.141 -0.6230
C 1.995328 -1.463586 -3.224791 0.326 -0.183 0.399 0.5456
O 2.029385 -0.804051 -4.362985 -0.102 0.104 -0.041 -0.5423
B 1.592770 0.592258 -4.120932 0.563 0.070 0.092 1.0681
O 1.044160 0.593718 -2.756353 -0.024 -0.259 -0.008 -0.4062
C 1.286257 -0.571127 -2.174408 -0.091 0.651 -0.304 0.6526
O 1.006631 -0.860419 -1.045921 -0.205 -0.418 -0.077 -0.7157
O 0.663750 1.075535 -5.131193 -0.058 0.035 -0.245 -0.5192
C 1.193209 2.107459 -5.792619 -0.138 -0.246 0.769 0.6102
O 0.644133 2.758638 -6.627013 0.014 0.003 -0.364 -0.6031
C 2.587449 2.375761 -5.163229 -0.391 0.375 0.076 0.5873
O 2.783598 1.498427 -4.203102 -0.294 -0.162 -0.221 -0.4997
O 3.277816 3.305915 -5.460997 0.415 -0.011 -0.134 -0.6064
O -2.100776 2.342364 2.551713 0.064 -0.242 0.084 -0.5335
C -0.873196 2.235071 1.867371 0.752 -0.072 -0.233 0.5883
O -0.230610 3.280125 1.787049 -0.145 0.047 0.035 -0.7098
O -0.577366 1.096096 1.435297 -0.317 -0.318 0.052 -0.7329
H -1.954350 3.204817 2.957793 -0.378 0.168 0.046 0.2878
Br -1.592362 -3.769870 -1.928349 -0.078 0.001 -0.071 -0.0846
C -2.617361 -5.372153 -2.275193 -0.954 -0.096 -0.032 -0.6038
C -1.953198 -6.536404 -1.599855 0.571 -0.072 -0.018 -0.5792
Br -2.963571 -8.172824 -1.917053 0.004 0.041 0.013 -0.1879
H -2.769200 -5.476941 -3.346638 0.613 -0.113 -0.078 0.3747
H -3.639739 -5.270590 -1.905123 0.231 0.343 0.345 0.3508
H -1.879481 -6.397683 -0.525598 -0.248 -0.001 0.027 0.3741
H -0.940741 -6.707133 -1.957176 -0.096 -0.050 -0.191 0.3708
Br -6.088053 3.737640 -0.301655 0.004 -0.193 0.077 -0.2277
C -5.229424 2.000308 -0.713373 -0.204 0.732 -0.007 -0.5788
C -3.801049 2.051377 -0.261546 0.212 -0.145 -0.002 -0.5662
Br -3.131647 0.224273 -0.348237 -0.179 -0.093 -0.253 -0.1142
H -5.337806 1.958235 -1.789472 0.088 -0.393 -0.041 0.3685
H -5.795379 1.228506 -0.208532 -0.131 0.048 0.011 0.3729
H -3.667357 2.380803 0.764441 0.010 -0.085 0.039 0.3603
H -3.180071 2.640425 -0.927612 0.058 0.028 0.039 0.3806
```
Forces are in eV/Å.

Calculated values
gap between HOMO and LUMO: 6.981 eV
total charge: -2
maximum force: 1.4 eV/A
LUMO: 2.857 eV

Record 3
ORCA calculation (wB97M-V/def2-TZVPD) on a structure of composition C28H20PS2Ta.

```
52
Properties=species:S:1:pos:R:3:forces:R:3:mulliken_charge:R:1
Ta 0.814883 -0.204590 0.972773 -0.240 -0.071 0.752 1.0990
C -3.171523 3.682478 -2.663134 0.010 -0.017 0.005 -0.4274
C -3.794574 2.542987 -2.168497 -0.042 0.009 -0.007 -0.8041
C -3.034911 1.489093 -1.692151 0.095 -0.061 0.037 -0.0074
C -1.639677 1.589045 -1.709708 -0.034 0.057 -0.029 0.6382
C -1.014694 2.735210 -2.206367 0.109 -0.032 0.023 -0.3220
C -1.785275 3.780021 -2.684755 -0.060 0.006 -0.004 -0.8625
P -0.633009 0.235778 -1.153555 -0.138 0.077 -0.128 0.4206
C -1.413951 -0.591226 0.248765 0.074 -0.171 0.043 0.2173
C -1.607999 0.248649 1.385577 0.009 0.063 -0.382 -0.5221
C -1.280211 -0.206135 2.658968 0.014 -0.031 0.072 -0.6955
C -0.742841 -1.490025 2.828426 0.037 -0.054 0.092 -0.5721
C -0.660612 -2.370632 1.750231 -0.050 0.064 -0.093 -0.4244
C -0.991556 -1.926079 0.465669 -0.036 0.042 -0.086 -0.1988
C -0.051422 -0.915140 -2.342509 0.024 0.011 -0.005 0.8090
C -0.612179 -1.081625 -3.592278 -0.011 0.029 0.056 -0.8057
C -0.017736 -1.956871 -4.507113 -0.007 -0.004 -0.022 -0.9507
C 1.133008 -2.612872 -4.154481 0.008 0.005 0.021 -0.7685
C 1.736922 -2.437115 -2.887051 -0.081 0.060 0.007 0.5734
C 2.950196 -3.091124 -2.572301 0.080 -0.081 -0.036 -0.6315
C 3.549144 -2.884140 -1.367537 0.000 0.071 0.069 -1.3480
C 2.946219 -2.040808 -0.413496 -0.142 -0.088 -0.182 -0.1909
C 1.744361 -1.374271 -0.631518 -0.034 0.007 -0.086 0.6496
C 1.144639 -1.570622 -1.935786 0.122 -0.073 -0.016 -0.0843
H -3.773415 4.499581 -3.037417 0.007 0.006 -0.001 0.4286
H -4.873701 2.472459 -2.161809 0.001 0.007 -0.002 0.4396
H -3.515607 0.592421 -1.319419 -0.033 0.014 -0.008 0.4708
H 0.066936 2.806518 -2.222041 -0.006 0.019 -0.010 0.4170
H -1.310155 4.670123 -3.072970 0.016 -0.005 0.000 0.4524
H -1.933688 1.269471 1.225217 -0.001 0.017 0.071 0.4474
H -1.374239 0.452498 3.513420 0.012 0.006 -0.004 0.6751
H -0.398501 -1.799742 3.805558 -0.003 0.000 0.000 0.4630
H -0.268888 -3.369226 1.892188 -0.010 -0.008 -0.003 0.4284
H -0.828616 -2.567447 -0.390401 0.004 -0.026 0.020 0.6978
H -1.502711 -0.527382 -3.863762 -0.001 -0.012 -0.024 0.5562
H -0.455876 -2.097986 -5.484870 0.002 -0.002 0.000 0.4513
H 1.615562 -3.276185 -4.861897 -0.005 0.002 -0.004 0.4390
H 3.398426 -3.747692 -3.307874 -0.003 0.004 0.002 0.4399
H 4.485885 -3.366347 -1.124413 0.004 -0.003 -0.016 0.4476
H 3.481985 -1.935595 0.515646 0.048 -0.036 0.010 0.2846
S 2.646894 -0.751532 2.336636 0.299 0.015 0.191 -0.4596
C 1.791012 0.455454 3.298554 0.113 -0.268 -0.100 0.4587
C 1.562324 0.199435 4.676007 0.044 -0.009 -0.073 -0.7103
C 0.934935 1.123402 5.462944 -0.010 0.045 -0.034 -0.6455
C 0.450209 2.325324 4.900859 0.007 -0.053 0.088 -0.6855
C 0.601056 2.573626 3.566054 0.083 -0.061 -0.051 -0.5675
C 1.302428 1.655585 2.741892 -0.232 0.321 -0.163 0.6692
S 1.373585 2.035595 1.011336 -0.011 0.183 -0.019 -0.2979
H 1.951471 -0.719711 5.095340 -0.020 0.004 0.015 0.5676
H 0.820730 0.933420 6.521822 -0.020 0.037 0.003 0.4417
H -0.041829 3.055556 5.529580 0.005 -0.014 0.013 0.4297
H 0.226587 3.488392 3.125647 0.001 -0.001 0.001 0.4692
```
Forces are in eV/Å.

Calculated values
gap between HOMO and LUMO: 6.569 eV
total charge: +2
maximum force: 0.8 eV/A
LUMO: -7.672 eV

Record 4
ORCA calculation (wB97M-V/def2-TZVPD) on a structure of composition C7H9DyO5P.

```
23
Properties=species:S:1:pos:R:3:forces:R:3:mulliken_spin:R:1
Dy 0.085316 -0.412062 -1.930108 0.343 -0.023 13.579 5.0707
O -0.433100 2.543708 -2.015773 -0.168 0.780 0.093 0.0155
C -0.243849 1.453010 -2.020192 -1.761 11.422 -0.914 -0.0458
C 1.864874 -1.061027 -2.020186 9.814 -3.622 -0.776 -0.0430
O 2.899714 -1.433389 -2.018904 1.636 -0.546 0.083 0.0124
C -1.356019 -1.621726 -2.012318 -10.881 -9.066 -0.443 -0.0197
O -2.213507 -2.339407 -2.016794 0.643 0.507 -0.101 0.0051
C 0.086180 -0.408375 -3.883458 0.707 0.543 -14.509 -0.0019
O 0.086264 -0.408656 -5.017882 -0.168 -0.134 2.890 0.0165
C 0.833516 -1.082535 2.367954 -0.471 0.349 -0.293 -0.0013
P 0.137006 0.236675 1.278601 0.238 0.524 3.239 -0.0016
C -1.658560 -0.031804 0.912393 0.825 -0.004 -0.284 0.0031
C 0.475697 1.929392 1.932160 -0.375 -0.532 -0.170 -0.0006
O 0.937962 0.140680 -0.035113 0.211 -0.239 -2.668 -0.0084
H 0.331893 -1.066816 3.351020 0.173 -0.010 -0.339 -0.0002
H 1.920899 -0.916587 2.510800 -0.597 0.111 -0.143 -0.0002
H 0.683233 -2.075933 1.899196 -0.010 0.502 0.230 0.0000
H -2.243455 0.063853 1.841811 0.051 -0.039 -0.336 0.0000
H -2.021232 0.721523 0.180385 0.064 -0.149 0.480 -0.0005
H -1.819245 -1.052168 0.505958 0.015 0.326 0.449 0.0001
H 1.567186 2.059009 2.080597 -0.546 -0.269 -0.113 -0.0001
H 0.118219 2.692417 1.211802 0.108 -0.400 0.383 0.0000
H -0.038987 2.070213 2.898040 0.149 -0.029 -0.335 -0.0001
```
Forces are in eV/Å.

Calculated values
gap between HOMO and LUMO (spin up / spin down): 6.688 / 6.977 eV
multiplicity: 6
total charge: +3
maximum force: 14.5 eV/A
LUMO (spin up / spin down): -15.771 / -15.518 eV

Table of DFT total energy (Ha), in record order: -1718.1706; -12333.9345; -2273.2263; -1873.1957